Entry 1:
48
Properties=species:S:1:pos:R:3:forces:R:3:mulliken_spin:R:1 method="wB97M-V/def2-TZVPD" total_charge=+1 multiplicity=2 homo_energy_ev="-10.33 / -11.54" relative_energy_kcal_mol=0.00 e_tot_ha=-4785.84338
Cs -0.7349 -0.6267 -2.5748 0.0329 -0.0267 0.0014 -0.0033
C 2.5851 1.5322 2.7355 -0.0031 0.0044 -0.0091 -0.0009
N 2.4191 0.9515 1.4104 0.0173 -0.0206 -0.0006 -0.0067
C 3.3715 0.2393 0.7475 0.0020 0.0193 0.0180 0.0016
C 2.8002 -0.1641 -0.4269 -0.0232 -0.0063 -0.0196 0.0012
N 1.5137 0.2857 -0.4956 -0.0327 -0.0779 -0.0540 0.0083
C 1.3033 0.9507 0.6310 -0.0062 0.0476 0.0062 0.0160
P -0.1778 1.8844 1.0889 0.0120 0.0001 0.0057 -0.0012
C -0.4392 2.8214 -0.4543 -0.0073 -0.0477 -0.0239 0.0004
N -1.0468 2.3918 -1.5474 -0.0029 0.0098 0.0146 -0.0001
C -1.0430 3.4510 -2.4140 -0.0040 -0.0020 -0.0060 0.0000
C -0.4255 4.5243 -1.8384 0.0163 -0.0034 -0.0130 0.0000
N -0.0534 4.1190 -0.5880 0.0107 0.0189 0.0257 0.0000
C 0.6903 4.9149 0.3771 -0.0054 -0.0039 -0.0049 0.0001
C -1.5245 0.6778 0.8268 0.0050 0.0541 0.0018 0.0025
N -1.4821 -0.6399 0.6850 -0.0072 -0.0218 -0.0467 0.1291
C -2.7808 -1.0666 0.5367 -0.0265 0.0076 0.0137 -0.0040
C -3.6104 0.0076 0.6045 0.0125 -0.0209 -0.0163 0.0025
N -2.8106 1.1017 0.8052 -0.0226 -0.0288 0.0221 -0.0011
C -3.2852 2.4709 0.9379 0.0048 0.0035 -0.0093 0.0000
H 3.2971 0.9279 3.2910 0.0007 0.0022 0.0033 0.0007
H 1.6361 1.5189 3.2635 -0.0005 -0.0011 0.0010 0.0000
H 2.9530 2.5551 2.6656 0.0009 -0.0008 0.0027 0.0002
H 4.3489 0.0701 1.1647 -0.0008 -0.0013 0.0021 0.0001
H 3.2390 -0.7662 -1.2044 0.0007 0.0034 0.0017 -0.0013
H -1.4884 3.3918 -3.3932 -0.0028 -0.0004 0.0011 0.0002
H -0.2235 5.5183 -2.1979 -0.0025 0.0014 -0.0015 0.0000
H 0.6057 5.9631 0.1045 -0.0058 0.0031 0.0053 0.0000
H 1.7427 4.6330 0.3790 0.0025 0.0037 -0.0020 0.0000
H 0.2748 4.7742 1.3730 0.0066 -0.0021 0.0014 -0.0001
H -3.0236 -2.1090 0.4264 0.0016 -0.0029 0.0053 -0.0026
H -4.6816 0.0908 0.5488 -0.0024 -0.0076 0.0055 0.0014
H -4.3361 2.4451 1.2120 -0.0002 0.0045 0.0102 0.0005
H -3.1634 3.0091 -0.0008 -0.0020 -0.0001 0.0029 0.0003
H -2.7328 2.9765 1.7291 0.0038 0.0042 -0.0076 0.0000
C 1.3155 -6.5283 -1.9815 -0.0011 0.0053 -0.0044 0.0008
C 0.0186 -6.0212 -1.3485 -0.0097 -0.0076 -0.0331 -0.0003
C -0.4273 -4.7653 -1.9481 -0.0131 0.0100 -0.0036 0.0014
N -0.7664 -3.7798 -2.4311 0.0253 0.1041 0.0607 -0.0007
H 1.6081 -7.4620 -1.5056 0.0017 -0.0004 -0.0002 -0.0006
H 2.1173 -5.8050 -1.8432 -0.0030 -0.0023 0.0014 -0.0005
H 1.1872 -6.7099 -3.0474 0.0028 -0.0020 0.0006 0.0001
H 0.1470 -5.8369 -0.2814 -0.0044 0.0017 0.0043 -0.0006
H -0.7902 -6.7444 -1.4642 0.0050 -0.0032 0.0058 -0.0001
Cl -1.2081 -3.8546 1.4083 -0.0280 -0.0172 0.0185 0.0814
Ge 0.2419 -2.3011 0.9096 0.0372 -0.0037 -0.0249 0.5268
Cl 0.8244 -1.5057 2.8514 -0.0032 0.0021 0.0202 0.0650
Cl 2.0153 -3.5112 0.2734 0.0185 0.0015 0.0174 0.1838

Entry 2:
96
Properties=species:S:1:pos:R:3:forces:R:3:lowdin_charge:R:1 method="wB97M-V/def2-TZVPD" homo_energy_ev=-8.37 relative_energy_kcal_mol=290.40 smiles=COCCNCCOC.COCCNCCOC.COCCNCCOC.CO.CO.CO.CO e_tot_ha=-1790.79132
C -2.9794 -3.9374 2.6213 0.5072 3.1368 -3.0413 -0.0195
O -2.5361 -3.4287 1.2592 -0.8159 -1.7175 1.4682 -0.2891
C -3.4968 -3.7051 0.2750 1.4228 0.8731 -1.3830 -0.2064
C -2.9151 -2.7744 -0.9405 -3.1812 -6.5013 -1.1846 -0.1705
N -3.8682 -2.9913 -2.0457 -3.3164 -0.7081 3.6152 -0.1043
C -3.6440 -2.0491 -3.0507 -4.9038 2.9582 0.0100 -0.2087
C -4.8013 -2.0378 -4.1761 4.0575 7.7646 4.7873 -0.1907
O -4.1981 -1.4023 -5.2414 0.2042 1.5198 -3.4162 -0.1942
C -4.8793 -1.5325 -6.5441 -2.5582 -4.7475 3.7212 -0.0453
H -2.0957 -3.5479 3.1483 -0.1726 -1.8637 0.7406 0.0881
H -3.4711 -4.9271 2.4823 1.0311 0.4996 0.9170 0.0978
H -3.6688 -3.1174 2.8115 -0.9936 -0.6317 0.7570 0.0720
H -4.5215 -3.2199 0.5201 1.2816 -1.0616 -0.1839 0.1294
H -3.5756 -4.9097 0.0774 0.0129 3.0240 0.0832 0.1661
H -1.9822 -2.9596 -1.4030 1.5567 -1.5692 0.1416 0.1021
H -2.7607 -1.8213 -0.7579 -0.3309 5.0812 2.0712 0.0426
H -4.8862 -3.0413 -1.5739 2.7806 0.7326 -1.7898 0.1636
H -2.8697 -2.4199 -3.4964 4.9272 -1.7113 -3.1591 0.0375
H -3.2893 -0.9398 -2.7244 -1.4202 -1.9896 -0.5760 0.1521
H -5.6563 -1.4618 -3.7419 0.4900 0.7552 -0.0143 0.1299
H -5.3369 -2.7147 -4.5197 -3.5962 -8.1513 -2.3932 0.0234
H -4.6531 -2.4952 -7.0585 0.7057 0.7218 0.3126 0.0966
H -4.9271 -0.7677 -7.1967 1.0219 3.1131 -1.6578 0.0329
H -6.0031 -1.7297 -6.3642 1.2826 0.4843 0.1795 0.1062
C 5.3692 5.1047 6.3223 -1.0116 4.7418 0.5827 -0.1127
O 5.0032 5.5136 5.0674 0.5161 3.4093 -3.0458 -0.2230
C 4.0687 4.7550 4.2757 2.2981 4.3996 -0.6492 -0.1392
C 3.8121 5.5930 2.9380 2.0375 0.3331 1.7689 -0.1941
N 2.8120 5.0512 2.1092 -0.5712 2.4840 -0.8709 -0.0977
C 2.9554 3.6867 1.7281 -1.7849 1.9549 -1.4556 -0.2067
C 1.9184 3.3388 0.6744 -2.0015 3.4251 -0.5862 -0.2585
O 2.0746 2.0272 0.4547 1.9610 -1.0714 0.5820 -0.1341
C 1.5003 1.6168 -0.6828 -2.5465 3.3853 -2.0912 -0.1807
H 5.6247 4.2119 6.0857 1.9513 -6.7912 0.5098 0.0217
H 4.5378 5.2588 6.9759 -0.5116 -0.4621 1.0652 0.0879
H 6.2339 5.6868 6.6823 -0.3673 -0.1159 -0.2804 0.1090
H 3.2899 4.8166 4.9328 -3.2031 -1.1262 0.9251 0.0973
H 4.5551 3.8872 4.0842 0.6319 -3.3653 -0.5407 0.0862
H 4.7631 5.8120 2.3819 -0.5708 -0.7038 0.5501 0.1339
H 3.5269 6.5788 3.3136 -0.2604 -0.0029 -0.1906 0.1151
H 2.0012 5.0998 2.6896 -1.0220 0.1746 -0.1173 0.1063
H 2.6444 3.3112 2.6084 -0.1703 -3.5148 2.7162 0.0825
H 3.9455 3.5058 1.4182 1.0820 -0.6689 -0.3999 0.1287
H 2.0603 4.1178 -0.2758 -0.1754 -2.2169 1.9317 0.1746
H 0.7294 3.4658 0.9632 2.6926 0.4313 -0.1480 0.1731
H 0.4055 1.7092 -0.6513 0.6611 -0.3029 0.3337 0.0811
H 1.8690 0.7345 -0.9761 0.9611 -3.2878 -0.5362 0.0347
H 1.6545 2.2532 -1.5392 1.0714 1.1494 -0.4897 0.0974
C 4.6179 -3.6450 0.8423 3.9778 -0.7078 -0.4538 -0.1175
O 4.3327 -3.1056 -0.4249 -0.0578 -1.6234 0.3257 -0.2103
C 2.9797 -3.1488 -0.7124 3.2938 2.9936 -5.6884 -0.1992
C 2.9214 -2.1568 -1.9880 -0.7131 -0.7433 1.1605 -0.1517
N 1.4549 -1.8978 -2.1301 0.3299 -2.1247 -1.6980 -0.1043
C 1.2507 -0.8386 -3.1284 -1.6348 0.5904 -0.1205 -0.1906
C -0.2688 -0.6007 -3.4215 0.2207 -0.4266 2.2137 -0.2581
O -0.3010 0.2069 -4.4995 1.7776 3.1701 -1.3570 -0.1928
C -1.5563 0.7030 -4.8626 -0.3213 1.3849 0.4827 -0.0811
H 4.6174 -2.7929 1.5936 -0.1838 -1.4731 -0.3999 0.0969
H 5.7314 -3.9941 0.5823 -1.9196 0.8188 1.5937 0.1245
H 4.1445 -4.6273 1.1254 -0.2929 1.3327 -0.2157 0.0996
H 2.5215 -2.6415 -0.0062 -3.0151 1.8888 3.6204 0.0522
H 2.5380 -4.0207 -1.0690 -0.4915 -2.1696 0.1035 0.1079
H 3.4635 -2.5772 -2.8807 -0.9020 -0.0611 0.5591 0.1281
H 3.4549 -1.2086 -1.8355 -0.3069 -0.2230 0.6176 0.1178
H 1.1167 -2.8562 -2.5935 0.3635 2.8329 1.2252 0.1765
H 1.7417 -1.2066 -4.0212 -0.0194 0.6371 -0.6879 0.1169
H 1.5765 0.2019 -2.8745 0.5348 -1.2816 0.2134 0.1235
H -0.8844 -0.1504 -2.4601 1.4827 -1.3422 -2.3489 0.1539
H -0.6342 -1.5377 -3.7996 -0.9846 -1.1282 0.7231 0.1069
H -2.0576 1.1288 -3.9668 -0.1462 -0.6538 -0.3239 0.0877
H -1.9662 -0.1732 -5.2763 -2.0192 -0.5690 -0.6194 0.0593
H -1.5924 1.5729 -5.5883 0.9196 -1.2226 0.5378 0.1115
C -2.8468 2.4741 3.0351 2.2649 1.2075 -1.3438 -0.2141
O -2.8418 3.0602 4.3062 -0.3667 0.1300 0.9787 -0.1546
H -3.7780 1.8286 2.9432 1.4560 0.6237 -0.6730 0.0905
H -1.8013 1.9416 3.0029 -2.3064 0.3072 -0.3540 0.0959
H -2.6907 3.4006 2.2641 -0.9898 -2.5197 1.0911 0.1154
H -3.7575 3.2361 4.5252 -0.0341 0.2526 0.2862 0.0674
C -2.9776 1.8428 -0.7489 -3.2666 0.0605 1.3209 -0.2183
O -1.7492 1.9879 -1.2833 1.9897 0.2542 -0.3669 -0.1235
H -3.3946 2.8787 -0.6736 -0.2212 -0.9451 -0.1633 0.0890
H -3.0316 1.4266 0.3411 0.3126 0.4159 -1.7807 0.0921
H -3.5941 1.1908 -1.4490 0.0680 0.7039 1.0803 0.0820
H -1.2782 1.2039 -1.0211 0.9608 -0.6398 -0.0349 0.0115
C -0.1858 -0.7927 1.0003 0.6619 -1.3314 -1.4123 -0.0914
O 0.1570 -0.2411 -0.2644 -2.4737 -1.0751 -0.3447 -0.2411
H 0.8227 -0.9449 1.3458 -0.0741 0.1201 1.9560 0.0681
H -0.6112 -1.7871 0.8586 -0.2570 -0.1360 0.1930 0.0671
H -0.9282 -0.2121 1.5416 0.5507 0.4145 0.2063 0.0841
H 0.4052 -0.9777 -0.8644 0.1717 0.0433 0.3012 0.0426
C 1.4615 -2.7820 3.3969 0.2358 -0.6466 -1.9222 -0.2247
O 2.5594 -2.2425 3.9602 4.0947 2.9749 0.2137 -0.1096
H 1.2999 -3.6220 3.9945 -0.4711 -2.0552 0.2372 0.0755
H 1.5244 -2.9373 2.3139 0.2615 -0.6933 0.1047 0.0751
H 0.6129 -2.2210 3.5029 -2.3761 2.0182 0.4277 0.0392
H 3.0815 -1.5506 3.4276 -1.7443 -1.6536 0.9664 0.1297

Entry 3:
100
Properties=species:S:1:pos:R:3:forces:R:3:lowdin_charge:R:1 method="wB97M-V/def2-TZVPD" total_charge=+1 homo_energy_ev=-11.91 e_tot_ha=-2409.10703
C 7.7262 -3.3207 1.0582 -1.1712 0.8503 0.0858 -0.1022
C 6.3368 -2.5497 1.0663 -0.5496 -1.5361 0.2595 -0.2145
C 5.1961 -3.6417 1.2977 0.6734 0.7538 -0.8306 -0.1883
O 3.9348 -2.9958 0.9302 -0.3227 0.0960 1.2189 -0.1841
C 3.2356 -2.6275 2.1136 -1.1891 -0.6491 0.0115 -0.1366
C 1.9860 -1.7588 1.7410 -0.1121 1.5349 1.1514 -0.0197
N 1.3473 -2.0597 0.5566 -1.0867 1.6181 1.2960 0.1808
C 0.2001 -1.3889 0.1158 -0.7469 1.2785 0.0047 -0.1387
C -0.3539 -1.8839 -1.2695 0.9961 -0.6680 0.6079 -0.1320
C -1.3714 -3.0620 -0.9588 -0.5378 0.5734 -0.1430 -0.1826
C -2.4461 -3.3125 -2.0884 -0.3864 0.0510 0.1217 -0.1911
C -3.7807 -3.9466 -1.4853 0.2990 -0.3045 -0.8383 -0.1625
C -3.5106 -5.1653 -0.5138 -0.2033 -0.0897 -1.2471 -0.2215
O -3.2049 -4.7951 0.8333 -1.0586 -0.6881 -0.5110 -0.1936
C -4.3592 -4.8080 1.6874 0.0191 0.9596 1.7776 -0.2387
C -4.9827 -3.3434 1.8821 -0.0424 -0.3940 0.0308 -0.0702
C -0.4230 -0.3026 0.8955 3.1351 -2.6144 0.1777 -0.0585
P -1.9405 0.5925 0.3441 -3.0843 1.9071 0.5030 0.5743
O -2.9406 0.7773 1.4426 2.1310 -0.2739 -0.7541 -0.2684
O -1.4263 2.0854 -0.2197 -0.2136 -2.9927 -0.3412 -0.1416
O -2.7401 -0.1172 -0.9107 1.8920 0.3648 0.6853 -0.1544
C 0.2840 0.0601 2.1788 -0.3858 0.1249 -0.2453 -0.1053
N -0.1985 1.1199 3.0004 0.9856 -0.4338 -2.2375 0.1638
C 1.5057 -0.6676 2.6093 -0.5182 -2.0905 -3.3170 -0.0644
N 2.2803 -0.4213 3.8115 0.0153 0.6330 -1.6414 0.0954
C 2.6648 0.9566 3.9803 -0.4059 1.1321 2.4572 -0.4311
O 2.3004 1.5245 4.9641 0.7114 -0.1408 -0.7462 0.1995
F 3.4429 1.6364 3.0891 -1.1163 -2.1678 0.1182 0.1404
C 1.6765 -0.9867 5.0072 0.1155 -0.1005 1.9836 -0.4060
O 0.5615 -0.8732 5.3572 0.2951 -0.2549 -0.7455 0.2428
F 2.5585 -1.6953 5.8097 -0.5472 1.2301 -1.9227 0.1120
H 7.8320 -3.8261 2.0575 0.2435 0.4848 -1.0338 0.0825
H 8.5323 -2.5629 0.8762 -0.4889 -1.0845 0.1876 0.0796
H 7.6598 -4.0974 0.2472 0.4379 0.8007 0.7838 0.0801
H 6.2436 -1.7824 1.8804 0.3174 -0.6291 -0.7032 0.1083
H 6.0875 -2.0565 0.0906 0.4540 -0.4441 0.8069 0.1092
H 5.3101 -4.5198 0.5983 -0.0199 0.9484 0.7687 0.1361
H 5.1569 -4.0104 2.3575 0.0560 0.2795 -0.9400 0.1299
H 3.8594 -2.1427 2.9098 -0.5248 -0.1158 -0.9459 0.1379
H 2.8236 -3.5903 2.5646 0.2532 1.0839 -0.1651 0.1611
H 1.7437 -2.8073 -0.0227 -0.0685 0.3873 0.2203 0.1768
H -0.7644 -1.0575 -1.9011 0.1695 -0.6965 0.8542 0.1137
H 0.5257 -2.3112 -1.8421 -0.8772 0.5675 0.5463 0.1284
H -0.7666 -3.9999 -0.7796 -0.8203 0.9816 0.0807 0.1272
H -1.9448 -2.7740 -0.0261 0.7465 -0.5790 -0.8906 0.1106
H -2.0184 -3.9639 -2.9101 -0.5013 0.5655 0.9968 0.1215
H -2.7575 -2.3530 -2.5893 0.5452 -0.7546 0.5437 0.1038
H -4.4523 -3.1551 -1.0334 0.9304 -0.8857 -0.2053 0.1080
H -4.3640 -4.3407 -2.3749 0.5904 0.3456 0.9991 0.1193
H -2.6394 -5.7603 -0.9308 -0.8229 0.7056 0.5615 0.1320
H -4.4064 -5.8547 -0.5966 0.9107 0.7072 0.4942 0.1254
H -5.1270 -5.5724 1.3939 0.7321 0.7811 -0.0994 0.1179
H -4.0046 -5.1110 2.7197 -0.1669 0.1131 -1.2690 0.1202
H -4.9237 -2.9994 2.9542 -0.0509 -0.5254 -1.0656 0.0748
H -6.0689 -3.3679 1.5998 1.0389 0.3591 0.0884 0.0748
H -4.3990 -2.5800 1.2894 -0.7667 -0.8918 0.4308 0.0570
H -1.3476 2.0065 -1.1977 0.0100 0.4555 0.5918 0.0844
H -3.6885 -0.2408 -0.7126 0.4700 0.2291 0.2966 0.1071
H 0.4914 1.8888 2.9592 -0.2721 -0.4678 0.7514 0.1279
H -1.0595 1.5289 2.6165 -0.0016 -0.4456 0.3176 0.0821
C -5.1650 6.5616 -0.4075 0.1527 0.0431 -0.0662 -0.1110
C -5.3263 5.9529 -1.7956 -0.1497 0.0626 0.0576 -0.2707
C -6.2485 4.7339 -1.8173 0.0331 -0.0497 -0.1339 -0.2252
C -5.7693 3.5409 -0.9859 -0.0114 0.0692 0.1134 -0.2184
C -4.3884 3.0026 -1.3590 -0.1587 -0.1273 -0.0664 -0.2784
C -4.3173 2.4653 -2.7849 0.1635 0.0451 0.0889 -0.1044
H -4.7039 5.8589 0.2901 -0.0415 0.0351 0.0169 0.0642
H -4.5258 7.4458 -0.4552 -0.0478 -0.0193 0.0742 0.0708
H -6.1322 6.8663 -0.0015 0.0365 -0.0379 0.0242 0.0776
H -4.3428 5.6987 -2.2025 -0.0226 -0.0275 -0.0190 0.0968
H -5.7440 6.7141 -2.4618 0.0489 -0.0734 -0.0133 0.1070
H -6.3929 4.4206 -2.8562 -0.0186 -0.0102 0.0363 0.1016
H -7.2383 5.0307 -1.4546 0.0476 0.0007 -0.0123 0.1126
H -6.5041 2.7341 -1.0856 0.0420 0.0073 0.0035 0.1117
H -5.7655 3.8123 0.0740 -0.0054 -0.0110 -0.0361 0.1055
H -4.1358 2.1905 -0.6686 -0.0562 0.1781 0.0547 0.0659
H -3.6244 3.7726 -1.2179 -0.0407 0.0075 0.0490 0.1003
H -5.0419 1.6603 -2.9340 0.0021 0.0486 -0.0545 0.0790
H -3.3205 2.0619 -2.9881 -0.0505 -0.0316 -0.1127 0.0556
H -4.5127 3.2463 -3.5212 -0.0080 -0.0642 -0.0070 0.0715
C 2.2878 0.8117 -1.6060 0.0759 -0.1316 -0.0107 -0.0952
C 3.4383 1.0905 -0.6456 -0.1180 0.0606 0.0705 -0.2584
C 3.8479 2.5620 -0.6039 0.0982 0.0522 0.0865 -0.2225
C 4.3754 3.1272 -1.9252 -0.0802 -0.0565 -0.1037 -0.2220
C 5.5828 2.3928 -2.5094 0.0440 0.1484 0.0430 -0.2681
C 6.8124 2.4453 -1.6100 0.0426 -0.1292 -0.1070 -0.1086
H 2.5561 1.0475 -2.6373 -0.0540 -0.0053 0.0387 0.0784
H 2.0166 -0.2467 -1.5690 -0.0215 0.0244 -0.1170 0.0459
H 1.4045 1.3981 -1.3354 0.0106 0.0386 -0.0292 0.0676
H 4.2939 0.4600 -0.9042 0.0004 0.0320 0.0025 0.1015
H 3.1302 0.7883 0.3632 0.0693 0.0008 0.0099 0.0795
H 4.6027 2.6946 0.1771 -0.0228 0.0003 -0.0319 0.1025
H 2.9858 3.1626 -0.2916 0.0079 -0.0358 0.0036 0.1111
H 4.6402 4.1779 -1.7684 -0.0063 -0.0520 -0.0068 0.1147
H 3.5716 3.1292 -2.6685 0.0019 0.0258 0.0341 0.1019
H 5.8349 2.8525 -3.4697 -0.0622 -0.0622 0.0249 0.1086
H 5.3303 1.3502 -2.7265 -0.0333 0.0171 -0.0140 0.0970
H 7.1103 3.4789 -1.4190 -0.0162 -0.0504 0.0445 0.0793
H 7.6517 1.9370 -2.0897 0.0016 0.0533 0.0821 0.0726
H 6.6336 1.9543 -0.6510 0.0325 0.0398 0.0100 0.0621